(1)
The following is a quantum chemistry calculation of a 2-piece molecular cluster, C5H14 overall, from the Open Molecules 2025 dataset.

As for the SMILES: CCC.CC. Its LUMO energy is 1.111 eV. As for the multiplicity: 1. Its energy above the lowest of the compared OMol25 structures with the same formula, charge and spin is 0.2316 eV.

Element x y z (Å)
C: 0.8058 -1.0862 3.0669
C: 0.3900 -1.4547 1.6434
C: -0.7290 -0.6056 1.0640
H: -0.0273 -1.1281 3.7733
H: 1.2407 -0.0809 3.0862
H: 1.4919 -1.8387 3.4603
H: 1.2830 -1.3784 1.0324
H: 0.1348 -2.5193 1.6250
H: -1.6932 -1.0941 0.9514
H: -0.8718 0.3088 1.6581
H: -0.4691 -0.2229 0.0758
C: -0.8583 1.7094 -2.4088
C: 0.4617 1.1083 -2.9295
H: -1.2507 1.0234 -1.6675
H: -0.6973 2.6846 -1.9545
H: -1.5465 1.7914 -3.2558
H: 1.1127 0.7603 -2.1348
H: 0.2573 0.2049 -3.5134
H: 0.9654 1.8179 -3.5724

=====

(2)
The following is a quantum chemistry calculation of one molecule with the formula BrH2NOS, from the Open Molecules 2025 dataset.

Its LUMO energy is -1.488 eV. As for the multiplicity: 1. Its energy above the lowest of the compared OMol25 structures with the same formula, charge and spin is 2.7586 eV.

Element x y z (Å)
N: -0.0515 0.0563 0.4540
O: 1.9607 1.8011 1.0455
S: 1.0713 0.1856 1.6925
Br: -0.3702 0.7738 3.3542
H: -0.3885 0.9180 0.0642
H: 0.3565 -0.5230 -0.2446

=====

(3)
The following is a quantum chemistry calculation of C23H18F3N5O4Pt as an isolated structure, from the Open Molecules 2025 dataset.

Its charge is +2. Its LUMO energy is -7.805 eV. As for the multiplicity: 1. Its energy above the lowest of the compared OMol25 structures with the same formula, charge and spin is 0.2839 eV.

Element x y z (Å)
Pt: 0.4851 -0.2915 -0.1603
C: -11.6028 2.3601 2.5984
O: -10.4246 2.2086 1.7658
C: -9.5550 1.2781 2.0029
C: -8.4585 1.2360 1.0793
C: -7.4820 0.3183 1.2276
C: -7.5505 -0.6085 2.3211
C: -8.6874 -0.6000 3.1901
C: -9.6576 0.3417 3.0623
N: -6.6534 -1.5390 2.5920
N: -5.5787 -1.6869 1.9600
C: -4.4558 -1.0963 1.8603
C: -4.0466 -0.0641 2.8144
C: -2.9014 0.5961 2.6555
C: -2.0075 0.3325 1.5198
O: -1.0589 1.0473 1.2809
C: -2.3196 -0.8628 0.6598
N: -1.4007 -1.2569 -0.2311
C: -1.5910 -2.3770 -0.9248
C: -2.7263 -3.1573 -0.7644
C: -3.6918 -2.7524 0.1302
C: -3.4906 -1.5771 0.8536
H: -12.1303 3.2108 2.1849
H: -11.3061 2.5629 3.6254
H: -12.2179 1.4650 2.5304
H: -8.4676 1.9465 0.2645
H: -6.6704 0.2583 0.5143
H: -8.7260 -1.3502 3.9695
H: -10.4955 0.3660 3.7418
H: -4.6995 0.1255 3.6573
H: -2.5689 1.3548 3.3514
H: -0.8102 -2.6645 -1.6153
H: -2.8223 -4.0778 -1.3217
H: -4.5809 -3.3467 0.2954
N: 0.8408 2.8247 -0.5216
C: 0.1576 2.3109 -1.5633
C: -0.4465 3.1680 -2.5056
C: -1.0897 2.6406 -3.5880
C: -1.1329 1.2488 -3.7609
C: -0.5615 0.4699 -2.8021
N: 0.0534 0.9728 -1.6985
H: 0.9469 3.8200 -0.4367
H: 1.3769 2.2567 0.1088
H: -0.3714 4.2366 -2.3588
H: -1.5496 3.2963 -4.3151
H: -1.5877 0.7966 -4.6290
H: -0.5434 -0.6067 -2.8896
F: 1.8353 -1.9105 4.2448
C: 1.3387 -2.7120 3.2957
F: 2.3471 -3.3087 2.6700
F: 0.5817 -3.6400 3.8740
C: 0.4757 -1.8537 2.3298
O: -0.6705 -1.5875 2.6333
O: 1.1242 -1.4797 1.2805

=====

(4)
The following is a quantum chemistry calculation of a 4-piece molecular cluster, C3H15NO3S overall, from the Open Molecules 2025 dataset.

As for the SMILES: NCCCS.O.O.O. Its LUMO energy is 0.329 eV. As for the multiplicity: 1. Its energy above the lowest of the compared OMol25 structures with the same formula, charge and spin is 0.8892 eV.

Element x y z (Å)
N: -1.6243 -2.3704 -0.5742
C: -1.6048 -0.9042 -0.5981
C: -0.3272 -0.4176 0.1678
C: -0.2839 1.0817 0.1546
S: 1.1775 1.8157 0.9681
H: -1.7208 -2.8702 -1.4367
H: -2.4563 -2.6798 -0.0904
H: -1.5297 -0.4964 -1.6054
H: -2.4446 -0.5010 -0.0363
H: -0.5079 -0.7255 1.1931
H: 0.4984 -1.0841 -0.0382
H: -1.2059 1.5057 0.5451
H: -0.3528 1.4462 -0.8453
H: 0.6927 3.0604 1.0562
O: 1.3643 0.6904 -3.0781
H: 0.7812 1.2741 -3.5667
H: 1.2177 -0.2267 -3.3064
O: 1.3240 -2.4691 -1.8047
H: 0.7625 -2.3392 -2.5792
H: 0.6072 -2.4339 -1.1501
O: -1.1906 0.8337 4.1033
H: -0.3826 1.3226 4.2675
H: -1.3206 0.7843 3.1567

=====

Number 1: HOMO level -0.4177 Ha, orbital gap 12.478 eV, energy -198.8806 Ha. Number 2: HOMO level -0.3613 Ha, orbital gap 8.345 eV, energy -3103.2703 Ha. Number 3: HOMO level -0.5141 Ha, orbital gap 6.184 eV, energy -1880.3127 Ha. Number 4: HOMO level -0.3341 Ha, orbital gap 9.419 eV, energy -801.9170 Ha.